No. 1
C6H12O | the ωB97M-V functional and the def2-TZVPD basis

Calculated values
Energy above the lowest of the compared OMol25 structures with the same formula, charge and spin = 115.5 kJ/mol
F_max = 0.5 eV/Å
HOMO level = -9.627 eV
SMILES string = CCC(C)=O.C=C
Gap between HOMO and LUMO = 10.567 eV
Total charge = 0

Last column: Löwdin charge in e.
Cartesian coordinates (Å):
1 C -0.50842 -1.47211 -0.33244  -0.10
2 C 0.00123 -0.24913 -1.10536  -0.19
3 C -2.35971 1.11997 1.39194  -0.08
4 C -1.25594 1.76236 1.75927  -0.06
5 O 1.46496 1.28112 0.00889  0.06
6 C 1.34909 0.23764 -0.60134  -0.45
7 C 2.55342 -0.62961 -0.89714  -0.01
8 H -1.52255 -1.72736 -0.65606  0.07
9 H 0.12252 -2.35175 -0.49988  0.07
10 H -0.54611 -1.26555 0.74209  0.08
11 H -0.70317 0.58211 -1.00773  0.09
12 H -3.15031 0.88001 2.09874  0.04
13 H -2.52442 0.80791 0.36167  0.04
14 H -1.10224 2.07232 2.79068  0.05
15 H -0.45461 1.98831 1.05909  0.03
16 H 0.08775 -0.49804 -2.17128  0.12
17 H 2.40206 -1.65281 -0.53614  0.08
18 H 2.70918 -0.68709 -1.98090  0.09
19 H 3.43729 -0.19831 -0.42410  0.08

Cartesian forces, eV/Å:
C 0.00 -0.07 0.05
C -0.05 0.10 -0.03
C 0.10 0.09 0.04
C -0.13 -0.08 -0.03
O -0.04 -0.38 -0.27
C 0.08 0.18 0.08
C 0.07 -0.01 0.04
H 0.16 0.04 0.03
H -0.08 0.14 0.04
H 0.02 -0.03 -0.16
H 0.12 -0.11 -0.02
H 0.11 0.05 -0.08
H 0.04 0.06 0.17
H -0.06 -0.05 -0.13
H -0.17 -0.04 0.12
H 0.02 0.04 0.14
H -0.01 0.15 -0.06
H -0.05 0.00 0.14
H -0.12 -0.07 -0.07

=====

No. 2
CHN3O2S | the ωB97M-V functional and the def2-TZVPD basis

Calculated values
Energy above the lowest of the compared OMol25 structures with the same formula, charge and spin = 499.2 kJ/mol
F_max = 5.9 eV/Å
HOMO level = -11.159 eV
SMILES string = N#CSN[N+](=O)[O-]
Gap between HOMO and LUMO = 8.774 eV
Total charge = 0

Last column: Löwdin charge in e.
Cartesian coordinates (Å):
1 C -1.57068 -0.21680 -1.79128  -0.73
2 N -1.91520 0.85957 -1.94007  0.13
3 N 0.63696 -1.47323 -0.46838  -0.06
4 N 0.62253 -1.34226 0.87506  -0.56
5 O 1.64156 -0.84012 1.28214  0.07
6 O -0.25798 -1.67759 1.58144  0.10
7 S -1.05290 -1.74921 -1.60081  0.98
8 H 1.31627 -0.93160 -0.89068  0.07

Cartesian forces, eV/Å:
C 0.31 0.00 0.26
N -0.66 1.74 -0.29
N -4.83 -2.72 -2.11
N 1.05 1.45 0.58
O 1.59 0.51 0.05
O -2.37 -1.23 0.10
S 3.38 -1.28 2.37
H 1.52 1.53 -0.96

=====

No. 3
C3H5O3S | the ωB97M-V functional and the def2-TZVPD basis

Calculated values
Energy above the lowest of the compared OMol25 structures with the same formula, charge and spin = 143.0 kJ/mol
F_max = 3.3 eV/Å
HOMO level (alpha / beta) = -3.003 / -3.004 eV
Gap between HOMO and LUMO (alpha / beta) = 6.596 / 6.597 eV
Total charge = -1

Last column: Löwdin charge in e.
Cartesian coordinates (Å):
1 C -0.47755 0.17950 -1.15596  -0.65
2 C 1.15059 1.16121 0.62859  -0.10
3 C 0.17519 -0.01415 0.26356  -0.19
4 O -1.28685 -0.79829 -1.47557  -0.25
5 O -1.30768 -3.15366 0.19439  -0.74
6 O -0.32070 1.15118 -1.88305  0.00
7 S -2.09726 -1.88508 0.20421  0.71
8 H 2.09669 0.76036 0.74513  0.02
9 H 1.00161 1.73488 1.55473  0.05
10 H 1.00749 1.98831 -0.12790  0.08
11 H -0.67218 -0.20448 0.86075  -0.01
12 H 0.73064 -0.91977 0.19110  0.09

Cartesian forces, eV/Å:
C -0.60 -0.50 0.54
C -2.92 1.31 -0.46
C 1.09 2.50 -1.78
O -0.39 -0.31 1.28
O 0.24 -0.38 0.30
O 0.50 -0.02 0.33
S -0.20 0.34 -1.62
H 2.24 -0.39 -0.41
H -0.61 -0.63 0.25
H 0.77 -1.19 0.28
H -0.46 0.15 1.21
H 0.34 -0.86 0.09